[1]
Entry from OMol25: a 2-piece molecular cluster, C2H3O2 overall at a distorted geometry (the ωB97M-V functional and the def2-TZVPD basis).

HOMO level (alpha / beta) in eV: -12.17 / -19.89
Multiplicity: 3
Total charge: +1
ΔE to the lowest compared entry with this formula, charge and spin in kcal per mole: 1.43
Kohn-Sham gap (alpha / beta) in hartree: 0.216 / 0.401
F_max in eV/Å: 6.4

```
7
C2H3O2 the ωB97M-V functional and the def2-TZVPD basis
C 1.20 0.40 0.05
C -1.52 -0.46 0.08
O -1.78 0.60 0.16
O 0.59 -0.64 0.06
H 2.37 0.38 -0.17
H 0.57 1.29 -0.02
H -1.45 -1.57 -0.17
```



[2]
Entry from OMol25: C2H3O2PYb as an isolated structure at a distorted geometry (the ωB97M-V functional and the def2-TZVPD basis).

HOMO level in eV: -17.12
Total charge: +2
ΔE to the lowest compared entry with this formula, charge and spin in kcal per mole: 67.51
Kohn-Sham gap in hartree: 0.278
F_max in eV/Å: 4.8

```
9
C2H3O2PYb the ωB97M-V functional and the def2-TZVPD basis
O -1.65 -0.50 3.37
C -1.66 0.65 2.95
H -1.80 1.80 3.08
P -2.59 0.07 1.59
C 2.06 -0.42 -2.67
O 1.55 -0.35 -1.56
Yb -0.43 -0.24 -0.40
H 2.89 -1.13 -2.84
H 1.63 0.11 -3.53
```



[3]
Entry from OMol25: C2H3O2Rh as an isolated structure at a distorted geometry (the ωB97M-V functional and the def2-TZVPD basis).

HOMO level (alpha / beta) in eV: -21.43 / -22.21
Multiplicity: 5
Total charge: +2
ΔE to the lowest compared entry with this formula, charge and spin in kcal per mole: 0.00
Kohn-Sham gap (alpha / beta) in hartree: 0.364 / 0.228
F_max in eV/Å: 2.7

```
8
C2H3O2Rh the ωB97M-V functional and the def2-TZVPD basis
O 0.22 1.69 -0.15
C 0.93 0.75 -0.56
Rh 2.24 1.72 0.55
O 0.64 -0.49 -0.12
C -0.75 -0.84 0.04
H -0.76 -1.93 0.13
H -1.18 -0.39 0.94
H -1.33 -0.50 -0.82
```



[4]
Entry from OMol25: a 2-piece molecular cluster, C2H3O2S2 overall at a distorted geometry (the ωB97M-V functional and the def2-TZVPD basis).

HOMO level (alpha / beta) in eV: -3.43 / -3.92
Total charge: -1
ΔE to the lowest compared entry with this formula, charge and spin in kcal per mole: 110.70
Kohn-Sham gap (alpha / beta) in hartree: 0.179 / 0.249
F_max in eV/Å: 4.7

```
9
C2H3O2S2 the ωB97M-V functional and the def2-TZVPD basis
C -0.83 0.09 1.13
C -0.41 0.67 0.09
O 1.76 1.09 -1.52
O 2.05 -0.37 0.43
S -1.05 -2.46 -2.08
S 1.22 -0.04 -0.77
H -1.63 0.44 1.69
H -0.51 -0.91 1.51
H -0.59 1.49 -0.47
```



[5]
Entry from OMol25: C2H3O3PS in the gas phase at a distorted geometry (the ωB97M-V functional and the def2-TZVPD basis).

HOMO level (alpha / beta) in eV: -5.66 / -10.64
Multiplicity: 3
ΔE to the lowest compared entry with this formula, charge and spin in kcal per mole: 50.77
Kohn-Sham gap (alpha / beta) in hartree: 0.199 / 0.262
F_max in eV/Å: 5.2

```
10
C2H3O3PS the ωB97M-V functional and the def2-TZVPD basis
C -0.06 -0.19 -0.37
C -0.41 0.42 0.74
O -2.62 -1.87 0.33
O -1.57 2.44 -0.58
O -3.11 0.61 -0.01
P -3.49 -0.97 -0.39
S -1.90 1.66 0.60
H 0.69 -0.87 -0.69
H -0.62 0.12 -1.14
H -0.17 0.43 1.76
```



[6]
Entry from OMol25: a 2-piece molecular cluster, C2H3OP overall at a distorted geometry (the ωB97M-V functional and the def2-TZVPD basis).

HOMO level (alpha / beta) in eV: -7.64 / -7.63
ΔE to the lowest compared entry with this formula, charge and spin in kcal per mole: 81.78
Kohn-Sham gap (alpha / beta) in hartree: 0.262 / 0.261
F_max in eV/Å: 3.0

```
7
C2H3OP the ωB97M-V functional and the def2-TZVPD basis
C -0.11 -0.55 1.48
C 0.66 -0.83 0.57
O -1.50 1.11 -2.02
P -1.60 -0.50 -1.98
H -0.39 -0.09 2.39
H 0.87 -1.28 -0.36
H -0.62 1.55 -2.04
```



[7]
Entry from OMol25: C2H3OPS in the gas phase at a distorted geometry (the ωB97M-V functional and the def2-TZVPD basis).

HOMO level (alpha / beta) in eV: -7.73 / -7.73
ΔE to the lowest compared entry with this formula, charge and spin in kcal per mole: 104.53
Kohn-Sham gap (alpha / beta) in hartree: 0.262 / 0.262
F_max in eV/Å: 2.5

```
8
C2H3OPS the ωB97M-V functional and the def2-TZVPD basis
C -0.63 0.83 0.77
C 0.26 0.48 -1.25
O -0.96 -0.47 0.95
P 0.22 -1.57 0.89
S 0.95 -0.98 -1.21
H -1.57 1.36 0.55
H 0.43 1.14 -2.07
H 1.30 -0.79 1.36
```



[8]
Entry from OMol25: a 2-piece molecular cluster, C2H3OPS overall at a distorted geometry (the ωB97M-V functional and the def2-TZVPD basis).

HOMO level in eV: -8.59
SMILES: C=C=S.O=P
ΔE to the lowest compared entry with this formula, charge and spin in kcal per mole: 47.38
Kohn-Sham gap in hartree: 0.278
F_max in eV/Å: 2.9

```
8
C2H3OPS the ωB97M-V functional and the def2-TZVPD basis
C -1.39 -0.28 1.16
C -1.81 -0.65 -0.05
O 2.31 1.66 -1.65
P 3.24 0.63 -1.26
S -2.47 -1.20 -1.35
H -1.97 0.31 1.90
H -0.40 -0.43 1.35
H 2.49 -0.04 -0.10
```